Run A
Computed, not measured: a structure of composition C43H44InN10OPSSe, with wB97M-V/def2-TZVPD.

* highest occupied orbital energy: -12.6 eV
* net charge: +2
* HOMO-LUMO gap: 6.988 eV

Each line ends with the Mulliken charge.
CARTESIAN COORDINATES (ANGSTROEM)
In: 0.385 -0.239 -0.890  1.80
Se: 0.346 -2.754 -2.528  -0.45
S: 1.731 1.231 -2.606  -0.56
P: 1.212 0.601 1.793  1.38
O: 0.685 -2.269 0.493  0.25
N: 2.784 -0.739 -0.493  0.82
N: -2.227 -0.992 1.334  0.46
N: -0.440 1.927 -0.948  1.08
N: 0.550 2.838 -0.786  -0.72
N: 0.851 -2.070 -5.318  0.21
N: -2.218 0.144 -2.089  0.38
N: 1.081 -4.170 -4.879  0.19
N: 2.671 3.395 -1.372  -0.32
N: -0.879 -3.914 1.060  0.20
N: 2.880 0.549 1.463  0.43
C: -2.092 5.697 0.440  -0.86
C: 0.357 -3.386 0.946  -0.13
C: -2.634 -0.069 2.216  -0.32
C: -3.103 -0.680 -2.650  -0.34
C: -2.122 -3.331 0.598  -0.71
C: 1.118 -5.437 -4.159  -0.85
C: 1.437 -4.279 1.487  -1.79
C: -2.776 6.380 -0.557  -0.56
C: -4.918 0.778 -2.187  -0.77
C: -2.050 3.726 -0.942  -0.31
C: 0.207 -1.400 3.521  0.63
C: 3.427 -1.400 -1.471  -0.37
C: 0.636 -0.641 -5.159  -0.75
C: -0.065 3.877 3.889  -0.63
C: -3.853 -1.648 3.498  -0.73
C: 5.546 -0.965 -0.506  -0.67
C: 1.612 2.562 -1.492  0.26
C: -2.658 1.319 -1.605  0.05
C: -4.458 -0.401 -2.734  -0.98
C: -3.087 5.742 -1.750  -0.94
C: 1.004 -1.761 5.761  -0.86
C: 4.907 -0.283 0.498  -1.03
C: 0.161 -2.106 4.718  -0.96
C: 1.888 -0.697 5.616  -0.86
C: 1.820 4.592 2.585  -0.78
C: 0.797 -2.978 -4.327  0.00
C: 0.064 2.597 3.371  -0.80
C: 1.170 -2.700 -6.506  -0.41
C: -2.616 -2.251 1.534  0.86
C: 3.509 -0.177 0.473  0.10
C: -4.006 1.650 -1.616  -0.83
C: 0.810 4.880 3.490  -0.71
C: -1.656 2.311 -1.112  -0.04
C: 1.928 0.014 4.428  -1.13
C: -2.738 4.414 -1.939  -0.05
C: -3.439 -0.346 3.304  -1.00
C: 1.095 -0.342 3.364  0.52
C: -1.714 4.380 0.244  0.48
C: 1.311 -4.011 -6.232  -0.48
C: 1.952 3.310 2.066  -0.80
C: 1.073 2.303 2.452  0.65
C: 4.790 -1.542 -1.526  -0.97
C: -3.434 -2.610 2.601  -1.11
H: -3.740 0.444 3.977  0.51
H: 3.401 3.339 -2.059  0.25
H: -0.934 -4.844 1.438  0.34
H: -1.976 -2.922 -0.396  -0.38
H: -2.987 3.912 -2.867  0.60
H: -1.850 6.193 1.372  0.48
H: -2.707 -1.602 -3.048  0.39
H: 2.513 4.285 -0.926  0.27
H: -1.153 3.854 1.009  0.22
H: 1.519 -6.199 -4.820  0.31
H: 2.592 0.867 4.346  0.34
H: -5.971 1.026 -2.216  0.49
H: 2.400 -3.794 1.361  0.29
H: 6.625 -1.055 -0.502  0.44
H: 1.438 -5.230 0.952  0.46
H: 1.275 -2.168 -7.435  0.49
H: -3.602 6.282 -2.534  0.42
H: -4.329 2.587 -1.182  0.69
H: -5.132 -1.100 -3.211  0.47
H: 0.443 -0.202 -6.134  0.32
H: -0.214 -0.462 -4.505  0.19
H: 2.515 5.367 2.286  0.47
H: 0.708 5.879 3.893  0.46
H: -2.317 0.944 2.024  0.64
H: 0.965 -2.308 6.695  0.43
H: 5.463 0.178 1.305  0.53
H: 2.742 3.096 1.358  0.58
H: -0.536 -2.927 4.836  0.52
H: 3.497 0.836 2.209  0.34
H: 0.117 -5.722 -3.842  0.33
H: 2.541 -0.413 6.431  0.46
H: -3.062 7.413 -0.407  0.43
H: 1.273 -4.482 2.547  0.42
H: 2.794 -1.833 -2.233  0.30
H: -0.603 1.818 3.716  0.44
H: 5.255 -2.080 -2.338  0.50
H: 1.513 -0.171 -4.724  0.29
H: -0.463 -1.663 2.713  0.08
H: -3.736 -3.644 2.714  0.52
H: 1.751 -5.344 -3.281  0.31
H: 1.554 -4.838 -6.876  0.45
H: -0.836 4.088 4.620  0.47
H: -2.864 -4.123 0.535  0.82
H: -4.491 -1.910 4.332  0.44

Run B
Computed, not measured: a structure of composition C43H44InN10OPSSe, with wB97M-V/def2-TZVPD.

* highest occupied orbital energy: -12.4 eV
* net charge: +2
* HOMO-LUMO gap: 6.885 eV

Each line ends with the Mulliken charge.
CARTESIAN COORDINATES (ANGSTROEM)
In: -0.028 0.005 0.017  1.72
Se: 2.903 1.030 -1.080  -0.23
S: -1.176 -2.276 0.150  -0.47
P: -2.760 0.910 -0.022  0.18
O: 0.178 -0.677 2.455  -0.54
N: -0.328 1.846 1.543  0.78
N: 2.036 -2.035 -0.078  0.88
N: 5.010 2.433 0.256  0.25
N: 5.713 0.628 -0.735  0.21
N: -0.459 -0.458 -2.204  2.09
N: -2.602 2.157 1.134  0.31
N: -1.903 -3.602 -1.984  -0.41
N: -0.946 -1.638 -2.490  -1.85
N: 0.047 2.076 -1.451  1.19
N: 2.078 -1.686 3.134  0.08
C: -3.989 1.874 -3.783  -0.89
C: -5.912 -1.470 1.072  -0.70
C: -2.840 3.216 -1.643  -0.29
C: 0.871 3.978 -3.302  -1.36
C: -1.530 3.409 2.879  -1.10
C: -3.711 3.229 -3.881  -0.38
C: -5.540 1.140 0.211  -0.53
C: -4.440 0.300 0.382  0.91
C: -0.161 -0.663 -7.244  -0.61
C: 0.721 4.304 -1.961  -1.11
C: -1.480 2.442 1.852  -0.04
C: -4.632 -1.007 0.816  -0.22
C: -0.385 3.723 3.571  -0.73
C: 0.320 3.316 -1.081  -0.77
C: 2.934 -2.207 0.889  0.20
C: 0.112 -1.902 4.510  -1.66
C: 6.804 1.252 -0.199  -0.55
C: -3.138 1.862 -1.534  0.10
C: 0.780 -1.375 3.268  0.50
C: 6.366 2.375 0.419  -0.45
C: 5.725 -0.587 -1.501  -0.68
C: 0.813 3.098 3.218  -1.30
C: 0.177 1.752 -2.741  0.12
C: 0.600 2.683 -3.699  -0.75
C: -0.200 0.036 -4.564  -0.92
C: 4.163 3.476 0.763  -0.88
C: 3.860 -4.119 -0.215  -0.54
C: 0.784 -1.191 -6.379  -0.82
C: 3.875 -3.231 0.849  -0.92
C: -1.119 0.219 -6.772  -1.02
C: -6.814 0.676 0.483  -0.83
C: -0.175 0.397 -3.130  0.58
C: -7.002 -0.631 0.907  -0.58
C: 4.614 1.354 -0.450  -0.04
C: -3.123 3.894 -2.816  -0.76
C: 0.757 -0.857 -5.038  -0.24
C: 2.916 -3.939 -1.213  -1.14
C: 2.889 -1.219 2.028  0.93
C: -1.136 0.584 -5.438  0.43
C: -1.333 -2.472 -1.554  0.93
C: -3.691 1.186 -2.618  -0.22
C: 2.036 -2.875 -1.102  -0.20
C: 0.781 2.179 2.198  0.54
H: -5.402 2.150 -0.153  0.41
H: -2.193 -4.310 -1.332  0.22
H: 1.306 -2.701 -1.883  0.36
H: -4.446 1.355 -4.613  0.45
H: -0.140 -2.954 4.369  0.36
H: 1.193 4.719 -4.018  0.55
H: 4.610 -3.331 1.632  0.52
H: 4.567 -4.932 -0.258  0.46
H: -2.467 3.888 3.120  0.54
H: 3.898 -1.003 2.392  0.62
H: -3.957 3.765 -4.786  0.46
H: 0.927 5.296 -1.590  0.62
H: 2.498 -2.330 3.790  0.27
H: -2.391 3.743 -0.811  0.45
H: -6.061 -2.489 1.397  0.45
H: -7.663 1.331 0.354  0.43
H: 5.110 -0.466 -2.393  0.29
H: 2.426 -0.303 1.648  -1.65
H: -1.854 0.625 -7.450  0.47
H: 1.731 3.327 3.735  0.56
H: -1.877 1.280 -5.071  0.49
H: -0.400 4.457 4.362  0.47
H: 6.906 3.133 0.948  0.52
H: -3.444 2.652 1.420  0.33
H: -8.000 -0.993 1.103  0.41
H: -2.904 4.949 -2.896  0.50
H: -3.781 -1.662 0.951  0.25
H: 6.745 -0.820 -1.795  0.36
H: 0.759 -1.821 5.381  0.42
H: 5.316 -1.408 -0.910  0.20
H: 3.226 3.475 0.206  0.09
H: -0.143 -0.933 -8.288  0.42
H: 0.713 2.380 -4.729  0.67
H: 4.657 4.439 0.644  0.44
H: -3.906 0.127 -2.541  0.44
H: 1.540 -1.864 -6.751  0.45
H: -0.808 -1.350 4.689  0.33
H: 2.859 -4.598 -2.065  0.52
H: -2.024 -3.747 -2.974  0.22
H: 1.683 1.686 1.855  -0.19
H: 3.953 3.314 1.822  0.37
H: 1.496 -1.256 -4.354  0.44
H: 7.798 0.864 -0.290  0.47
H: 0.217 3.536 -0.029  0.32

Need the numbers? Relative energies in hartree: run A 0.0169; run B 0.0000.

Run A
Computed, not measured: the ion C3H5N4 with charge +1, with wB97M-V/def2-TZVPD.

* highest occupied orbital energy: -13.2 eV
* net charge: +1
* HOMO-LUMO gap: 7.589 eV

Each line ends with the Mulliken charge.
CARTESIAN COORDINATES (ANGSTROEM)
N: 0.327 0.701 -1.672  -0.13
N: -1.313 -0.256 -0.246  -0.05
N: 1.424 0.737 0.407  0.27
N: 1.252 0.924 -0.831  -0.42
C: -0.751 -0.991 0.598  -0.44
C: -0.902 0.184 -1.528  -0.09
C: 1.890 0.387 1.438  -0.07
H: 2.549 0.299 2.229  0.47
H: 0.013 -1.658 0.263  0.45
H: -1.568 0.123 -2.418  0.38
H: -2.131 0.319 0.056  0.31
H: -0.790 -0.771 1.704  0.33

Run B
Computed, not measured: the ion C3H5N4 with charge +1, with wB97M-V/def2-TZVPD.

* highest occupied orbital energy (spin up / spin down): -14.6 / -13.7 eV
* net charge: +1
* HOMO-LUMO gap (spin up / spin down): 8.511 / 8.094 eV

Each line ends with the Mulliken charge.
CARTESIAN COORDINATES (ANGSTROEM)
N: 0.644 0.122 0.130  0.32
N: -1.350 0.136 0.961  -0.63
N: -1.354 -0.139 -0.377  0.85
N: -0.122 -0.143 -0.883  -0.68
C: -0.118 0.303 1.266  -0.01
C: 2.302 0.411 0.028  -0.34
C: -2.455 -0.358 -1.038  -0.18
H: 2.752 0.557 0.983  0.30
H: 2.690 0.202 -0.945  0.35
H: -3.385 -0.326 -0.496  0.31
H: -2.406 -0.561 -2.095  0.31
H: 0.261 0.540 2.240  0.40

Need the numbers? Relative energies in hartree: run A 0.0412; run B 0.0000.

Run A
Computed, not measured: a cluster of 2 separate species, C2H4OS3 in total, with wB97M-V/def2-TZVPD.

* highest occupied orbital energy (spin up / spin down): -8.0 / -8.2 eV
* HOMO-LUMO gap (spin up / spin down): 7.821 / 7.363 eV

Each line ends with the Mulliken charge.
CARTESIAN COORDINATES (ANGSTROEM)
S: -1.148 -1.573 -0.801  -0.17
S: -0.318 -0.364 1.737  -0.14
S: -1.248 1.482 -0.638  -0.16
O: 2.189 0.823 -0.381  -0.33
C: -0.660 -0.122 0.014  -0.12
C: 1.700 -0.254 -0.344  0.07
H: 0.116 0.928 2.099  0.18
H: -2.504 -1.486 -0.610  0.14
H: 1.888 -1.170 0.216  0.37
H: -0.015 1.736 -1.292  0.16

Run B
Computed, not measured: an isolated molecule of C2H4OS3, with wB97M-V/def2-TZVPD.

* highest occupied orbital energy (spin up / spin down): -9.4 / -9.4 eV
* HOMO-LUMO gap (spin up / spin down): 7.315 / 7.293 eV
* SMILES string: CC(=S)[S@H](=O)=S

Each line ends with the Mulliken charge.
CARTESIAN COORDINATES (ANGSTROEM)
S: -1.684 0.157 -1.237  0.54
S: -2.897 0.991 0.034  -0.22
S: -1.068 -2.259 0.461  -0.11
O: -0.965 0.852 -2.238  -0.55
C: -0.448 -0.648 -0.308  0.09
C: 0.853 -0.021 0.107  -0.86
H: 0.801 0.943 -0.351  0.33
H: 1.745 -0.747 -0.243  0.28
H: 0.908 -0.005 1.261  0.30
H: -2.091 -1.046 -1.931  0.20

Need the numbers? Relative energies in hartree: run A 0.0000; run B 0.0173.